Record 1
{
  "formula": "C5H6N4O2",
  "method": "wB97M-V/def2-TZVPD",
  "elements": ["C", "C", "C", "C", "C", "N", "N", "N", "N", "O", "O", "H", "H", "H", "H", "H", "H"],
  "coordinates": [[1.805, -0.655, -0.051], [3.088, -0.180, -0.103], [1.111, 0.504, -0.244], [-2.231, 1.475, 0.547], [-1.940, 0.150, -0.135], [3.233, 1.116, -0.236], [-1.130, 1.989, 0.193], [1.989, 1.532, -0.377], [-0.696, 0.923, -0.591], [-2.781, -0.167, -1.110], [-1.530, -0.916, 0.703], [1.524, -1.660, 0.298], [3.921, -0.949, -0.001], [-3.116, 2.031, 1.010], [1.799, 2.493, -0.617], [-2.423, -0.700, -1.864], [-0.907, -0.640, 1.344]],
  "e_above_lowest_kj_mol": 560.2,
  "orbital_gap_ev": 9.72
}

***

Record 2
{
  "formula": "C5H6N5O3P",
  "method": "wB97M-V/def2-TZVPD",
  "elements": ["C", "C", "C", "C", "C", "N", "N", "N", "N", "N", "O", "O", "O", "P", "H", "H", "H", "H", "H", "H"],
  "coordinates": [[-1.249, 2.057, -1.578], [1.692, 2.369, 0.486], [-0.156, 1.866, -0.620], [0.276, 0.729, 0.140], [-1.514, -0.789, 0.556], [-2.439, 1.962, -1.311], [0.811, 2.848, -0.329], [1.410, 1.119, 0.784], [-0.287, -0.568, 0.233], [-2.092, -1.916, 0.729], [1.682, -1.325, -1.076], [1.746, -1.504, 1.458], [0.155, -3.198, 0.120], [0.966, -1.870, 0.267], [-0.958, 2.101, -2.631], [2.604, 2.726, 0.791], [2.016, 0.372, 1.193], [1.576, -2.093, -1.639], [-1.641, -2.849, 0.655], [-3.045, -1.989, 0.980]],
  "orbital_gap_ev": [6.60, 8.68]
}

***

Record 3
{
  "formula": "C5H6NO",
  "method": "wB97M-V/def2-TZVPD",
  "elements": ["C", "C", "C", "C", "C", "N", "O", "H", "H", "H", "H", "H", "H"],
  "coordinates": [[0.832, -1.560, -1.379], [0.236, -1.396, -0.292], [-0.290, 0.058, 1.118], [0.503, 0.279, -0.136], [0.005, 1.182, -1.212], [-0.327, -1.302, 0.893], [-1.169, -2.717, 1.941], [0.370, 0.300, 1.933], [-1.322, 0.461, 1.389], [1.478, 0.415, 0.161], [0.687, 2.046, -1.339], [-0.926, 1.635, -1.010], [-0.078, 0.599, -2.066]],
  "charge": 1,
  "e_above_lowest_kj_mol": 1399.5,
  "orbital_gap_ev": [7.01, 6.36]
}

***

Number 1: F_max 5.2 eV/Å. Number 2: F_max 4.6 eV/Å. Number 3: F_max 6.4 eV/Å.